# C33H24N7O7ReS2

A molecular structure, C33H24N7O7ReS2 (ωB97M-V/def2-TZVPD, the OMol25 dataset).

Each line ends with the Mulliken spin population.
Cartesian coordinates (Å):
Re1 -0.44386 -0.36319 0.60380  2.45
C1 -0.80754 3.27160 -1.85996  -0.01
C2 -0.97414 2.30313 -0.73002  -0.02
N1 -0.29047 1.19272 -0.75804  -0.01
N2 0.57857 1.01642 -1.84450  0.02
C3 1.60403 0.29423 -1.56382  0.00
S1 1.90702 -0.38043 0.03650  0.08
S2 2.80189 -0.12683 -2.75150  0.00
C4 2.30026 0.85651 -4.20051  0.00
C5 2.99235 2.18905 -4.30242  0.00
C6 3.65352 2.53609 -5.47353  0.00
C7 4.26769 3.77596 -5.59481  0.00
C8 4.22931 4.67564 -4.54197  0.00
C9 3.57855 4.33098 -3.36394  0.00
C10 2.96485 3.09505 -3.24591  0.00
C11 -1.83723 2.61485 0.40072  0.03
C12 -2.84881 3.58345 0.26150  0.00
C13 -3.62532 3.97168 1.32636  0.02
C14 -3.38363 3.42313 2.58633  0.00
C15 -2.40459 2.47021 2.75749  0.02
C16 -1.64978 2.02973 1.67071  0.05
O1 -0.74045 1.07126 1.89718  0.12
H1 0.25044 3.46221 -2.02904  0.00
H2 -1.30452 4.21303 -1.66341  0.00
H3 -1.19129 2.83284 -2.78317  0.00
H4 1.21711 0.95580 -4.14736  0.00
H5 2.54147 0.23465 -5.06170  0.00
H6 3.68740 1.83583 -6.30000  0.00
H7 4.77900 4.03448 -6.51254  0.00
H8 4.70972 5.64049 -4.63435  0.00
H9 3.55433 5.02711 -2.53554  0.00
H10 2.47335 2.81916 -2.32002  0.00
H11 -3.04476 4.01685 -0.70841  0.00
H12 -4.41008 4.70136 1.18744  0.00
H13 -3.97633 3.73837 3.43502  0.00
H14 -2.21459 2.02233 3.72340  0.00
O2 -4.07136 -1.92750 -3.75770  0.00
C17 -2.88187 -2.47607 -3.93960  0.00
O3 -2.60079 -3.13400 -4.90266  0.00
C18 -1.85234 -2.26342 -2.87252  0.01
C19 -0.56934 -2.77658 -2.95802  0.02
N3 0.09455 -2.40682 -1.85591  0.02
N4 -0.68410 -1.67832 -1.05221  0.00
C20 -1.87004 -1.57565 -1.65460  0.01
C21 -2.89698 -0.76880 -0.91626  0.01
O4 -4.01033 -0.60877 -1.36940  0.03
O5 -2.47389 -0.30962 0.23197  0.04
H15 -4.13361 -1.40740 -2.92238  0.00
H16 -0.12012 -3.37565 -3.73270  0.00
H17 1.07653 -2.51159 -1.63201  -0.01
O6 -0.25633 -6.35216 4.88261  0.00
N5 0.07599 -5.39291 5.55050  0.00
O7 0.28450 -5.40028 6.74091  0.00
C22 0.28552 -4.11511 4.83769  0.00
C23 1.25921 -3.32056 5.31370  0.00
C24 1.57540 -2.10372 4.63605  -0.01
C25 2.57010 -1.21688 5.08398  0.00
C26 2.80341 -0.06347 4.38147  0.01
C27 2.05689 0.17790 3.22001  0.01
N6 1.13652 -0.65239 2.78188  0.04
C28 0.87531 -1.76405 3.47580  -0.01
C29 -0.20790 -2.59589 3.00141  0.04
N7 -0.92415 -2.16771 1.91970  0.04
C30 -1.97109 -2.89818 1.55485  0.01
C31 -2.36239 -4.06789 2.19722  -0.01
C32 -1.63534 -4.52384 3.26209  0.02
C33 -0.51943 -3.77987 3.68810  -0.01
H18 1.80427 -3.61084 6.20158  0.00
H19 3.13264 -1.45093 5.97891  0.00
H20 3.54981 0.64983 4.69973  0.00
H21 2.22026 1.07127 2.62830  0.00
H22 -2.55402 -2.53881 0.72538  0.01
H23 -3.23614 -4.59508 1.84316  0.00
H24 -1.91283 -5.43395 3.76895  0.00

E_tot: -83168.8857 eV
Net charge: +1
2S+1: 4

***

# C33H24N7O7ReS2

A molecular structure, C33H24N7O7ReS2 (ωB97M-V/def2-TZVPD, the OMol25 dataset).

Each line ends with the Mulliken spin population.
Cartesian coordinates (Å):
Re1 -0.43247 -0.24657 0.22325  2.33
C1 -0.84236 3.59421 -1.92265  -0.01
C2 -0.91333 2.51798 -0.88089  0.00
N1 -0.20713 1.42258 -1.05099  0.05
N2 0.50609 1.42398 -2.25165  -0.01
C3 1.41605 0.52914 -2.41969  -0.03
S1 1.90632 -0.72095 -1.33745  0.25
S2 2.29886 0.52088 -3.94395  0.00
C4 2.26814 2.28328 -4.41606  0.00
C5 3.33081 3.05786 -3.69161  0.00
C6 4.61744 3.13308 -4.21655  0.00
C7 5.61821 3.81660 -3.54426  0.00
C8 5.34520 4.43705 -2.33336  0.00
C9 4.06519 4.37066 -1.80271  0.00
C10 3.06622 3.68467 -2.47762  0.00
C11 -1.76220 2.73738 0.29140  0.04
C12 -2.80088 3.68561 0.24404  0.00
C13 -3.57178 3.96572 1.34864  0.01
C14 -3.30412 3.32849 2.55909  0.01
C15 -2.30439 2.38395 2.64219  0.01
C16 -1.56140 2.05783 1.50930  0.06
O1 -0.63116 1.09692 1.62204  0.08
H1 0.18930 3.77509 -2.21021  0.00
H2 -1.27734 4.51946 -1.56894  0.00
H3 -1.35633 3.26299 -2.82771  0.00
H4 1.26625 2.66595 -4.24071  0.00
H5 2.45005 2.27974 -5.49051  0.00
H6 4.83713 2.65291 -5.16309  0.00
H7 6.61106 3.87208 -3.97054  0.00
H8 6.12321 4.98027 -1.81378  0.00
H9 3.83920 4.86977 -0.86875  0.00
H10 2.06803 3.63905 -2.05826  0.00
H11 -3.02563 4.18650 -0.68492  0.00
H12 -4.37715 4.68262 1.27694  0.00
H13 -3.89314 3.56341 3.43574  0.00
H14 -2.09058 1.86407 3.56606  0.00
O2 -4.80907 -2.55032 -3.13374  0.00
C17 -3.66685 -3.14632 -3.44400  0.00
O3 -3.59079 -4.04246 -4.23731  0.00
C18 -2.43675 -2.68923 -2.72573  0.00
C19 -1.17721 -3.21909 -2.95872  0.02
N3 -0.31823 -2.60207 -2.14212  0.00
N4 -0.93096 -1.67744 -1.39576  0.05
C20 -2.21626 -1.72146 -1.74453  -0.01
C21 -3.07819 -0.74374 -1.03858  0.03
O4 -4.26178 -0.62288 -1.26911  0.03
O5 -2.41210 -0.05111 -0.15359  0.02
H15 -4.70696 -1.85429 -2.44685  0.00
H16 -0.87045 -3.97701 -3.66006  0.00
H17 0.69887 -2.61250 -2.12846  -0.01
O6 -0.15992 -4.73119 5.87219  0.00
N5 0.75559 -3.93577 5.84802  0.00
O7 1.63927 -3.87222 6.66941  0.00
C22 0.84429 -3.00883 4.68710  0.00
C23 1.95839 -2.24990 4.63525  0.00
C24 2.17410 -1.33088 3.56531  -0.01
C25 3.30436 -0.49694 3.48524  0.01
C26 3.41296 0.36782 2.42918  0.00
C27 2.41947 0.37378 1.44474  -0.01
N6 1.36424 -0.42280 1.48991  0.01
C28 1.21975 -1.24091 2.55575  0.05
C29 0.02553 -2.03055 2.62707  -0.01
N7 -0.86874 -1.84041 1.61917  -0.02
C30 -1.99754 -2.53284 1.62641  0.03
C31 -2.29788 -3.44479 2.63270  -0.01
C32 -1.41183 -3.64602 3.65935  0.02
C33 -0.19567 -2.92942 3.68273  0.00
H18 2.69671 -2.34736 5.41828  0.00
H19 4.06306 -0.54243 4.25576  0.00
H20 4.25334 1.03846 2.32693  0.00
H21 2.49128 1.03035 0.58907  0.01
H22 -2.69045 -2.35565 0.81843  0.01
H23 -3.23420 -3.98196 2.59660  0.00
H24 -1.63964 -4.34490 4.44491  0.00

E_tot: -83168.2925 eV
Net charge: +1
2S+1: 4

***

# C33H25Br2Cl2N6O3Ru

A molecular structure, C33H25Br2Cl2N6O3Ru in a non-equilibrium geometry (ωB97M-V/def2-TZVPD, the OMol25 dataset).

Each line ends with the Mulliken spin population.
Cartesian coordinates (Å):
Ru1 0.24812 -0.35410 0.27542  0.81
Cl1 4.08621 -6.10523 -1.58385  0.00
C1 3.54554 -4.68594 -0.76163  0.00
C2 2.55302 -3.91075 -1.32783  0.00
C3 2.05795 -2.78307 -0.66592  0.01
N1 1.09039 -1.91704 -1.14647  -0.04
C4 0.49961 -2.07268 -2.34597  0.01
O1 0.55155 -3.03282 -3.10328  0.00
C5 -0.24163 -0.84714 -2.78236  -0.01
C6 -0.42342 -0.60224 -4.13650  0.00
C7 -1.04776 0.56970 -4.52653  0.00
C8 -1.49007 1.44940 -3.54643  0.00
C9 -1.30152 1.10851 -2.21987  0.00
N2 -0.68441 -0.01334 -1.85153  0.03
C10 2.59606 -2.44343 0.58700  0.01
C11 3.61101 -3.22698 1.14193  0.00
C12 4.08568 -4.33790 0.47614  0.00
Cl2 5.33019 -5.29472 1.19517  0.00
N3 2.01469 -1.36810 1.22443  0.04
C13 2.59079 -0.72751 2.26703  0.02
O2 3.76629 -0.76006 2.60150  0.01
C14 1.60524 0.07609 3.05329  -0.02
C15 2.00483 0.74497 4.19856  0.00
C16 1.04902 1.40432 4.95317  0.00
C17 -0.27331 1.35185 4.53963  0.01
C18 -0.58151 0.67316 3.37159  0.00
N4 0.34246 0.05623 2.64063  0.08
H1 2.13429 -4.20341 -2.27534  0.00
H2 -0.07704 -1.33666 -4.84920  0.00
H3 -1.19824 0.78970 -5.57510  0.00
H4 -1.98896 2.37211 -3.80629  0.00
H5 -1.67115 1.73558 -1.41727  0.00
H6 4.01917 -2.96534 2.10418  0.00
H7 3.05151 0.72959 4.46660  0.00
H8 1.33228 1.95366 5.84107  0.00
H9 -1.06032 1.83088 5.10481  0.00
H10 -1.59352 0.63527 2.99344  0.00
C19 3.06894 0.60851 -1.42968  0.01
C20 2.38923 1.85044 -0.94288  -0.01
C21 2.93883 3.12792 -1.16812  0.00
C22 2.33172 4.23622 -0.64828  0.00
C23 1.14262 4.10433 0.09965  0.00
C24 0.45525 5.16478 0.72592  0.00
Br1 1.11796 6.94536 0.62581  0.00
C25 -0.71203 4.93792 1.40629  0.00
C26 -1.25615 3.65591 1.44696  0.01
Br2 -2.90741 3.36582 2.33345  0.00
C27 -0.66398 2.54707 0.83037  -0.01
O3 -1.19864 1.38355 0.78676  0.04
C28 0.60750 2.79917 0.20962  0.00
N5 1.25210 1.71564 -0.28710  -0.01
H11 4.03519 0.83457 -1.87434  0.00
H12 2.44347 0.09667 -2.16224  0.00
H13 3.21105 -0.07602 -0.59117  0.00
H14 3.85278 3.21527 -1.73817  0.00
H15 2.75457 5.21906 -0.80573  0.00
H16 -1.22841 5.75241 1.89418  0.00
C29 -4.38091 -3.09475 -0.83855  0.00
C30 -4.08786 -1.73222 -0.19348  0.00
C31 -4.29081 -0.60011 -1.21377  0.00
C32 -4.99603 -1.52627 1.02833  0.00
C33 -2.69432 -1.68547 0.23787  0.00
N6 -1.60116 -1.64028 0.57329  0.00
H17 -5.42981 -3.12176 -1.13316  0.00
H18 -4.19962 -3.90603 -0.13407  0.00
H19 -3.76513 -3.25485 -1.72331  0.00
H20 -5.33249 -0.59232 -1.53454  0.00
H21 -3.65630 -0.75067 -2.08782  0.00
H22 -4.04998 0.36735 -0.77151  0.00
H23 -6.03494 -1.56869 0.70194  0.00
H24 -4.81528 -0.55918 1.49735  0.00
H25 -4.83300 -2.31189 1.76589  0.00

E_tot: -217423.4499 eV
2S+1: 2

***

Record order is preserved below.
Relative energy (zero: lowest compared OMol25 entry of this formula, charge and spin): 0.0 57.3 107.0 kJ/mol